C56H158N10O18 | ωB97M-V with the def2-TZVPD basis set

Computed properties:
Energy ... -4129.83076 hartree
HOMO-LUMO gap ... 9.2751 eV
Spin multiplicity ... 1
HOMO ... -8.9 eV
Net charge ... 0

Element x y z (Å)
O -5.028 2.174 3.329
O -1.495 0.945 -1.201
O -3.383 0.060 -5.088
O 2.075 -1.080 3.915
O -2.860 3.678 4.239
O 1.254 -6.755 -0.121
O -2.171 -4.984 2.219
O -4.169 -1.098 0.708
O 5.717 -0.177 -3.125
O -0.838 7.597 1.177
O -1.538 -3.915 -2.287
O -2.102 0.928 4.446
O 0.542 0.664 -3.185
O 5.962 -4.295 1.815
O 5.193 1.035 1.310
O 3.950 4.364 -4.623
O -7.618 1.760 -1.509
O -4.355 5.989 -2.169
N -1.428 4.817 2.162
N 1.666 1.491 5.350
N -2.203 -7.292 -3.159
N 3.059 -0.211 -3.804
N -4.247 0.114 -1.791
N 1.467 3.332 -2.096
N 1.344 -8.855 -2.241
N -1.246 4.456 -0.692
N 7.516 -3.257 4.151
N 7.796 0.709 -0.186
C 6.961 1.885 -0.096
C 2.336 -9.577 -0.235
C 0.158 6.575 1.258
C -3.278 -2.380 -5.541
C -0.791 -3.355 3.218
C -4.064 -1.048 -5.665
C 6.935 -3.268 1.718
C -2.950 -0.069 3.933
C 3.150 -1.935 4.278
C -2.387 -5.849 -3.014
C 0.030 0.383 -4.422
C 7.292 2.830 -1.335
C 0.940 4.340 2.350
C -0.878 -3.174 -1.298
C 2.601 -2.170 -2.372
C 3.886 0.377 1.355
C 1.072 -9.115 -0.799
C -1.701 -5.306 -1.804
C -8.879 1.294 -1.729
C -0.701 8.687 2.133
C 5.446 1.491 0.020
C 7.986 -3.540 2.790
C 0.650 0.230 7.176
C 1.684 0.197 6.026
C -5.826 3.661 1.653
C 2.176 4.359 -2.844
C 1.238 -0.880 5.042
C 0.493 -7.952 0.018
C -5.675 6.293 -1.639
C -3.804 -0.566 5.162
C 3.359 3.631 -3.571
C -1.569 -4.614 3.446
C -1.994 5.351 -1.550
C 3.500 -0.969 -2.646
C -1.615 4.983 -2.953
C -3.084 4.514 5.429
C 0.598 0.887 -5.722
C 3.307 4.400 -5.940
C 4.976 -1.384 -2.892
C -4.770 2.193 -2.846
C 4.845 -3.954 1.028
C -4.096 -2.491 0.961
C -3.505 5.196 -1.299
C -5.234 -3.288 0.283
C -0.556 0.023 0.817
C -4.823 2.528 1.970
C -0.079 5.453 2.292
C -4.090 4.033 6.425
C 7.030 -0.451 -3.491
C -6.568 0.733 -1.695
C 8.608 -5.010 2.808
C -3.833 -5.421 -3.037
C 0.984 -5.705 0.775
C 2.582 5.453 -1.803
C -5.147 1.233 -1.697
C -0.923 1.258 -0.012
H -2.331 -4.580 4.224
H -4.355 -5.638 -3.969
H -3.765 0.205 -4.219
H -0.562 5.263 -2.993
H -3.211 -0.875 6.024
H 1.137 -5.956 1.825
H 5.375 0.594 -0.596
H -6.793 -0.104 -1.034
H -2.520 1.789 4.511
H 7.392 -0.063 -0.697
H -1.275 4.489 1.219
H 3.104 6.268 -2.305
H -3.861 2.977 1.722
H 1.056 1.842 -5.467
H -4.380 -1.464 4.938
H 1.154 -1.857 5.518
H -3.701 2.329 -3.012
H 7.420 -2.292 4.432
H -5.310 -4.218 0.845
H 0.470 -8.738 -2.733
H -0.273 0.591 6.723
H -0.808 8.206 3.106
H -4.782 1.613 1.379
H -1.439 9.439 1.855
H -0.328 4.479 -1.111
H 3.974 4.607 -6.777
H -5.167 3.201 -2.735
H -0.867 0.913 -1.927
H 0.030 1.783 -0.079
H -1.794 -5.506 -3.862
H 1.661 5.933 -1.471
H 1.356 0.133 -5.935
H -0.844 1.016 -4.273
H -2.325 4.081 3.552
H -4.329 -5.943 -2.219
H -1.672 3.548 -0.806
H -2.209 -5.400 -0.845
H -3.881 4.173 -1.310
H -5.617 6.908 -0.741
H -0.259 -0.668 -4.395
H -6.162 5.390 -1.272
H 3.153 -8.879 -0.418
H -0.732 -2.127 -1.561
H -4.273 2.576 3.765
H -3.321 0.516 -1.777
H -4.151 -0.912 -6.743
H 3.777 0.463 -4.027
H -3.325 5.513 5.067
H 0.308 -9.891 -0.743
H -2.390 -2.221 -6.153
H -3.764 -3.315 -5.821
H 3.780 -0.634 0.961
H -2.840 -4.335 1.986
H -1.398 2.031 0.593
H 3.109 -0.851 -4.584
H 2.911 3.395 -6.080
H -1.699 6.396 -1.454
H -4.281 4.825 7.150
H -4.010 -4.345 -3.021
H 2.223 -9.618 0.848
H 2.812 -3.116 -2.870
H -1.291 -2.638 2.567
H 4.749 2.242 -0.353
H 0.002 5.976 3.245
H 5.372 -1.993 -2.080
H -5.002 -0.818 1.094
H -3.029 -2.571 -4.497
H 7.864 -5.699 3.209
H 3.138 5.134 -0.921
H 6.952 -0.994 -4.432
H 8.603 0.948 -0.745
H 0.351 -0.487 0.492
H 3.844 0.231 2.434
H 1.556 4.766 -3.642
H 2.651 -0.024 6.477
H -6.205 -2.798 0.359
H -6.717 0.353 -2.706
H 2.239 1.319 4.537
H 8.334 3.068 -1.549
H 0.488 -0.742 7.642
H 8.863 -2.919 2.608
H 1.374 0.189 -3.121
H 6.849 2.491 -2.272
H 1.606 -4.835 0.564
H -1.735 3.903 -3.036
H -4.925 3.669 5.827
H -2.100 4.723 5.847
H -2.279 -7.472 -4.150
H -2.063 5.562 1.913
H -3.688 3.172 6.960
H 0.078 -3.581 -0.969
H 2.493 5.125 -5.923
H 0.178 6.104 0.275
H -0.705 -5.742 -1.720
H 2.852 -2.495 -1.362
H 2.947 -2.843 4.845
H -5.002 1.748 -3.814
H 0.171 -3.657 2.804
H -9.174 0.335 -1.304
H -0.891 -5.400 3.779
H -1.408 -0.645 0.688
H -3.512 0.349 3.097
H -0.060 -5.409 0.672
H 4.426 -3.085 1.536
H 9.474 -5.150 3.455
H 7.266 2.278 0.874
H -5.726 4.510 2.330
H 0.882 3.719 3.244
H 7.582 -1.052 -2.768
H 1.563 -1.863 -2.497
H 8.894 -5.421 1.839
H -0.442 -7.661 -0.463
H -4.331 0.272 5.618
H 6.609 -3.694 4.234
H 3.418 -0.258 -1.825
H -3.154 -2.877 0.572
H 0.211 -0.687 4.732
H 0.314 -8.260 1.048
H 7.280 -3.086 0.700
H 1.939 4.775 2.335
H 3.618 -2.400 3.410
H -3.591 5.594 -0.288
H 0.311 9.092 2.140
H -5.025 1.909 -0.850
H -2.361 -0.944 3.658
H 2.974 2.672 -3.917
H 2.030 2.818 -1.434
H 4.954 -2.055 -3.751
H 0.957 0.992 7.892
H -0.363 0.240 1.868
H 0.007 0.911 -6.638
H 0.858 3.582 1.572
H 3.036 1.012 1.106
H -2.000 5.458 -3.855
H -6.294 6.727 -2.423
H -1.514 -3.185 -0.413
H 7.629 0.409 -3.789
H -4.194 -0.519 -1.006
H 2.536 -10.581 -0.610
H -0.522 -2.877 4.160
H -9.206 1.344 -2.768
H -9.598 1.972 -1.269
H -5.086 -1.228 -5.329
H 0.727 1.761 5.095
H -2.988 -7.837 -2.834
H -4.186 -2.638 2.038
H 5.054 -3.788 -0.029
H -5.122 -3.307 -0.801
H 1.107 7.010 1.569
H -6.843 3.355 1.406
H -5.376 4.054 0.742
H 6.889 3.815 -1.097
H 6.415 -2.334 1.930
H 1.776 -7.946 -2.328
H 3.974 -1.332 4.658
H 1.163 2.565 -2.679
H 4.055 3.229 -2.835
H 4.163 -4.779 1.232